6 unconnected molecules or ions with the total composition C30H50F2N2O17P, computed with wB97M-V/def2-TZVPD.

XYZ file:
```
102
Properties=species:S:1:pos:R:3:forces:R:3:mulliken_charge:R:1
C 6.377 2.109 0.628 -1.4 0.3 -0.4 -1.013
N 6.599 1.690 2.057 0.2 -0.3 1.1 0.211
C 5.715 0.759 2.606 0.8 -0.3 2.1 -0.284
C 5.818 0.310 4.012 1.6 2.1 -1.4 0.250
N 4.914 -0.626 4.647 -0.5 -0.1 -0.1 0.228
C 3.885 -1.151 3.746 -0.7 -1.5 -1.7 0.186
O 4.213 -1.907 2.887 -0.3 0.5 0.4 -0.360
F 2.555 -0.880 3.850 2.3 0.8 1.1 -0.306
C 5.635 -1.824 5.115 0.0 -0.6 1.2 0.540
O 6.683 -2.170 4.722 -0.2 0.2 0.1 -0.316
F 4.973 -2.488 6.120 0.4 1.4 -1.8 -0.246
C 6.905 0.897 4.815 -0.2 1.7 -1.7 0.542
C 7.184 0.590 6.326 0.9 -0.8 0.4 0.030
O 8.037 -0.221 6.543 -0.7 0.4 -0.4 -0.350
O 6.542 1.223 7.384 0.6 0.5 -1.9 -0.459
C 7.835 1.847 4.173 -2.2 -1.3 -0.9 -0.499
C 7.646 2.228 2.774 0.6 -0.4 1.9 0.235
C 8.691 3.248 2.185 -0.4 -1.3 -0.4 -0.719
P 10.425 2.525 2.288 2.8 0.3 0.9 0.961
O 10.896 2.349 3.694 -1.3 -0.2 -1.2 -0.637
O 11.449 3.640 1.578 -2.1 -1.1 0.4 -0.530
O 10.516 1.166 1.358 -0.5 2.0 1.0 -0.514
H 6.622 3.197 0.491 0.0 -1.3 0.2 0.435
H 5.262 2.041 0.452 1.2 -0.1 0.1 0.345
H 6.909 1.437 -0.091 -0.3 0.6 0.8 0.319
H 4.924 0.379 1.920 0.8 0.4 0.6 0.527
H 6.888 2.144 7.378 -0.6 -0.4 0.3 0.382
H 8.687 2.282 4.745 -0.7 -0.5 -0.6 0.505
H 8.693 4.162 2.839 0.1 -0.8 -0.8 0.428
H 8.516 3.484 1.106 0.0 0.0 1.1 0.314
H 11.522 4.402 2.191 0.2 -0.6 -0.4 0.354
H 11.101 0.520 1.801 -0.2 0.3 -0.1 0.365
O -2.740 -3.532 2.076 0.5 0.2 0.1 -0.574
C -2.283 -3.044 3.076 -0.5 -0.3 0.0 0.760
O -0.977 -2.715 3.126 0.3 0.2 -0.5 -0.361
C -0.375 -1.955 4.181 -0.1 -0.1 0.3 0.081
C 0.042 -2.851 5.329 0.0 -0.1 0.1 -1.243
C -3.125 -2.883 4.314 -0.2 0.5 0.1 -0.957
H -1.029 -1.140 4.501 -0.1 -0.1 0.0 0.354
H 0.508 -1.487 3.751 -0.2 -0.1 -0.2 0.047
H -0.816 -3.349 5.782 0.0 0.1 0.0 0.354
H 0.553 -2.272 6.102 0.0 0.0 0.0 0.358
H 0.715 -3.635 4.974 0.0 0.1 0.0 0.320
H -3.112 -3.816 4.879 0.0 0.1 0.0 0.259
H -4.148 -2.665 4.009 0.1 -0.2 -0.1 0.311
H -2.815 -2.060 4.955 0.1 -0.1 0.1 0.373
O 2.323 1.945 -0.294 0.1 0.1 0.2 -0.644
C 1.170 1.648 -0.077 -0.1 -0.3 0.2 0.776
O 0.346 2.556 0.455 0.5 0.5 -0.4 -0.359
C -1.073 2.374 0.587 -0.4 -0.2 0.2 -0.354
C -1.370 1.645 1.873 0.0 -0.2 0.4 -0.677
C 0.671 0.245 -0.299 -0.2 -0.1 -0.6 -0.510
H -1.500 1.881 -0.287 0.1 -0.1 0.1 0.261
H -1.514 3.371 0.621 0.3 0.0 0.0 0.292
H -0.927 0.648 1.874 -0.1 0.0 -0.1 0.001
H -2.445 1.546 2.023 0.1 0.0 -0.1 0.348
H -0.944 2.184 2.724 0.0 0.1 -0.1 0.398
H 0.891 -0.357 0.584 -0.1 0.0 0.0 0.040
H 1.195 -0.176 -1.157 0.2 0.0 0.2 0.351
H -0.391 0.186 -0.529 -0.1 0.0 0.2 0.089
O -3.736 0.574 0.259 0.2 0.0 -0.3 -0.523
C -4.217 0.160 -0.771 -0.3 0.2 -0.1 0.919
O -3.464 0.086 -1.873 0.5 0.0 0.5 -0.371
C -3.875 -0.575 -3.087 0.0 0.2 -0.6 -0.248
C -4.678 0.356 -3.970 0.2 -0.2 0.5 -0.814
C -5.679 -0.184 -0.859 -0.1 -0.6 0.2 -1.295
H -4.403 -1.504 -2.867 0.0 0.1 0.1 0.232
H -2.959 -0.859 -3.602 0.0 0.0 0.3 0.200
H -5.596 0.673 -3.486 0.1 -0.2 0.0 0.388
H -4.935 -0.133 -4.909 0.0 0.0 0.1 0.378
H -4.105 1.261 -4.188 0.1 -0.1 0.0 0.167
H -6.247 0.723 -1.072 0.0 -0.1 0.0 0.281
H -5.997 -0.587 0.103 0.1 0.2 0.0 0.350
H -5.908 -0.944 -1.602 0.0 0.2 -0.2 0.366
O -6.991 1.388 -4.828 -0.9 0.7 -0.5 -0.536
C -7.163 2.422 -5.423 0.2 -0.3 -0.2 0.683
O -8.406 2.912 -5.571 -0.3 -0.1 0.4 -0.363
C -8.701 4.219 -6.082 0.0 0.1 -0.3 -0.422
C -8.768 4.214 -7.595 0.1 -0.1 -0.1 -0.943
C -6.014 3.131 -6.091 0.3 0.4 0.3 -0.787
H -7.995 4.958 -5.696 0.1 -0.1 0.0 0.367
H -9.678 4.487 -5.679 0.1 -0.2 0.1 0.296
H -7.811 3.938 -8.039 0.0 0.1 0.0 0.269
H -9.051 5.200 -7.969 0.0 0.0 0.0 0.354
H -9.501 3.483 -7.941 0.0 0.1 0.1 0.297
H -5.856 2.701 -7.081 0.0 0.0 0.1 0.245
H -5.119 2.980 -5.489 -0.1 -0.2 -0.1 0.159
H -6.150 4.207 -6.175 -0.1 0.0 -0.2 0.339
O -3.246 -2.607 -5.262 0.1 -0.2 0.4 -0.537
C -3.114 -3.671 -4.709 0.2 -0.1 -0.5 0.875
O -2.788 -3.710 -3.404 -0.2 0.4 0.2 -0.289
C -2.800 -4.901 -2.604 0.2 -0.2 0.1 -0.416
C -1.490 -5.651 -2.718 0.1 0.0 -0.2 -1.039
C -3.213 -4.961 -5.478 -0.5 -0.3 0.0 -1.269
H -3.663 -5.525 -2.844 0.1 0.0 -0.1 0.364
H -2.937 -4.571 -1.573 0.0 0.2 -0.2 0.338
H -1.308 -5.989 -3.740 -0.1 -0.1 0.0 0.297
H -1.488 -6.522 -2.061 0.0 0.1 0.0 0.375
H -0.655 -5.003 -2.445 -0.1 0.0 0.1 0.296
H -2.244 -5.184 -5.927 -0.1 0.0 0.1 0.299
H -3.952 -4.836 -6.268 0.2 0.1 0.0 0.330
H -3.544 -5.807 -4.879 0.2 0.0 0.0 0.368
```
Forces are in eV/Å.

Calculated values
* calculated total energy: -3102.61436 Eh
* charge: +1
* multiplicity: 1